[1]
ORCA calculation (ωB97M-V/def2-TZVPD) on a molecular structure, C3H2O3Rh.

Last column: natural (NBO) charge in e.
Geometry (Å):
1 C 1.377815 0.361702 0.997562  -0.11
2 C 1.819813 -0.108428 -0.221853  0.81
3 O 1.078298 -0.452738 -1.141826  -0.32
4 C -0.979468 -0.165191 -0.461126  1.14
5 O -0.708688 0.244437 0.631263  -0.32
6 O -1.888656 -0.424247 -1.183380  -0.67
7 Rh -3.692866 -0.567030 -1.637536  1.77
8 H 1.506086 1.433408 1.173011  0.35
9 H 1.487666 -0.321911 1.843885  0.35

Atoms 1-2, force components in eV/Å:
2.7 0.7 1.8
-5.9 -2.1 -5.5

Computed properties:
net charge: +3
multiplicity: 5
LUMO energy (alpha / beta): -15.9 / -19.0 eV
HOMO level (alpha / beta): -24.815 / -27.332 eV


[2]
ORCA calculation (ωB97M-V/def2-TZVPD) on 3 unconnected molecules or ions with the total composition C3H2O3S.

Last column: natural (NBO) charge in e.
Geometry (Å):
1 C -1.533630 -0.712847 0.501885  0.08
2 C 0.310681 -0.790125 -0.438715  0.58
3 C -2.394084 -1.640585 0.192017  -0.71
4 O 1.278940 -0.387333 -0.018596  -0.50
5 O 3.658578 2.000793 -0.588134  -0.81
6 O 1.583901 3.353906 -0.153833  -0.81
7 S 2.621943 2.427280 0.323223  1.63
8 H -2.454881 -2.275547 -0.754782  0.27
9 H -3.071446 -1.975541 0.936935  0.27

Atoms 1-2, force components in eV/Å:
-0.1 -0.3 0.3
-0.4 0.1 -0.1

Computed properties:
net charge: 0
multiplicity: 1
LUMO energy: -1.1 eV
HOMO level: -10.216 eV


[3]
ORCA calculation (ωB97M-V/def2-TZVPD) on a molecular structure, C3H2O3Yb.

Last column: natural (NBO) charge in e.
Geometry (Å):
1 H 1.155555 -1.930047 0.433379  0.22
2 O 1.352187 -0.416217 -0.981166  -0.82
3 C 0.677902 -1.025977 0.029663  0.25
4 C -0.153081 -0.247378 0.825651  0.10
5 C -2.374743 0.824338 -0.641272  0.61
6 O 0.288193 1.014593 1.061590  -0.79
7 O -1.755552 1.261806 -1.498132  -0.59
8 Yb 1.130971 1.686461 -0.782235  1.81
9 H -0.321430 -1.167578 1.552521  0.21

Atoms 1-2, force components in eV/Å:
-1.0 -0.4 -0.6
-1.6 -2.6 2.3

Computed properties:
net charge: +1
multiplicity: 2
LUMO energy (alpha / beta): -5.0 / -5.7 eV
HOMO level (alpha / beta): -13.023 / -13.220 eV


[4]
ORCA calculation (ωB97M-V/def2-TZVPD) on a molecular structure, C3H2O4.

Last column: natural (NBO) charge in e.
Geometry (Å):
1 C 0.009830 -0.648348 -0.193641  0.23
2 C -1.197983 0.297416 0.420732  0.31
3 C 0.516745 0.973501 0.658381  0.89
4 O 0.937875 0.329107 -0.489599  -0.50
5 O 0.744357 0.786063 1.776617  -0.50
6 O -0.745674 1.501637 0.378900  -0.45
7 O -0.474354 -1.263571 -1.280561  -0.65
8 H 0.338211 -1.289223 0.696476  0.18
9 H -0.129008 -0.686581 -1.967306  0.49

Atoms 1-2, force components in eV/Å:
-1.5 -1.0 3.0
-2.6 -1.5 -1.1

Computed properties:
net charge: 0
multiplicity: 1
LUMO energy: -0.2 eV
HOMO level: -9.515 eV


[5]
ORCA calculation (ωB97M-V/def2-TZVPD) on a single C3H2OS2 molecule.

Last column: natural (NBO) charge in e.
Geometry (Å):
1 O -0.271162 -2.729496 0.141019  -0.56
2 C -0.250374 -1.485980 0.183588  0.10
3 S 0.938297 -0.587680 1.136813  0.37
4 C 0.648861 0.877649 0.331275  -0.42
5 C -0.322135 0.882105 -0.568925  -0.39
6 S -1.286662 -0.573055 -0.755621  0.41
7 H 1.096551 1.820936 0.516102  0.25
8 H -0.553377 1.795521 -0.984251  0.23

Atoms 1-2, force components in eV/Å:
0.0 2.5 0.6
1.2 -4.5 0.6

Computed properties:
net charge: 0
multiplicity: 1
SMILES string: O=c1sccs1
LUMO energy: 0.5 eV
HOMO level: -8.945 eV


[6]
ORCA calculation (ωB97M-V/def2-TZVPD) on a molecular structure, C3H2S2.

Last column: natural (NBO) charge in e.
Geometry (Å):
1 C -0.863459 -0.023386 -0.101481  -0.44
2 C 0.561760 0.022420 0.875797  -0.35
3 C 0.454259 -0.106958 -0.699284  -0.48
4 S 1.290182 1.375396 -0.045253  0.29
5 S 1.310938 -1.458489 -0.081546  0.50
6 H -1.639098 -0.807613 0.129565  0.26
7 H -1.114582 0.998629 -0.077801  0.23

Atoms 1-2, force components in eV/Å:
0.6 -0.6 2.4
-2.8 0.0 0.6

Computed properties:
net charge: 0
multiplicity: 3
LUMO energy (alpha / beta): 0.7 / -3.2 eV
HOMO level (alpha / beta): -6.358 / -9.476 eV


[7]
ORCA calculation (ωB97M-V/def2-TZVPD) on a single C3H2S3 molecule.

Last column: natural (NBO) charge in e.
Geometry (Å):
1 S -1.393226 1.950743 0.182526  0.13
2 C -0.130726 1.186276 -0.501905  -0.33
3 C 0.582029 -0.033507 0.047839  -0.24
4 S 2.185894 -0.036560 -0.029811  0.17
5 C -0.241938 -1.219029 0.547839  -0.33
6 S -1.528816 -1.785464 -0.227725  0.17
7 H 0.307772 1.644844 -1.395645  0.22
8 H 0.219014 -1.707301 1.376883  0.21

Atoms 1-2, force components in eV/Å:
0.7 -0.7 -0.2
-0.5 0.2 0.3

Computed properties:
net charge: 0
multiplicity: 1
SMILES string: S=CC(=S)C=S
LUMO energy: -2.1 eV
HOMO level: -9.020 eV


[8]
ORCA calculation (ωB97M-V/def2-TZVPD) on a single C3H2S5 molecule.

Last column: natural (NBO) charge in e.
Geometry (Å):
1 S 0.595475 -1.770372 -0.859141  0.06
2 C 1.206236 -0.271640 -0.320852  -0.30
3 S 2.792426 -0.156488 0.411524  0.19
4 C 0.073524 0.649663 -0.234500  -0.30
5 S 0.159028 2.204911 -0.593029  0.17
6 C -1.146153 0.071834 0.288340  -0.36
7 S -1.191708 -0.202119 1.922475  0.03
8 S -2.375914 -0.268558 -0.816759  0.19
9 H 2.883948 1.225234 0.513905  0.15
10 H -3.354508 -0.842360 0.047055  0.17

Atoms 1-2, force components in eV/Å:
2.0 1.5 0.2
-0.7 -3.5 0.2

Computed properties:
net charge: 0
multiplicity: 1
SMILES string: S=C(S)C(=S)C(=S)S
LUMO energy: -1.9 eV
HOMO level: -8.947 eV


Which energy relative to the best compared isomer or geometry (same formula, charge and spin) belongs to each record? In order, 3.0683 5.5286 2.1066 5.3807 0.3681 2.7001 1.9582 0.7050 eV.
Which energy belongs to each record? In order, -450.10643 -739.24812 -1499.58872 -416.28707 -987.10886 -911.62319 -1309.99197 -2106.36454 Eh.